Computed, not measured: a cluster of 6 separate species, C34H52Br2N7OS in total, with ωB97M-V with the def2-TZVPD basis set.

Structure (XYZ):
```
97
Properties=species:S:1:pos:R:3:forces:R:3:mulliken_charge:R:1
H 2.35264 -5.28557 4.74913 -0.1 -0.1 0.0 0.31
H -6.13247 7.49593 2.93690 0.0 -0.1 0.0 0.30
C -4.52382 -2.24291 -2.18733 0.0 -0.2 -0.3 0.06
C 1.42524 -8.78664 -0.71623 0.0 0.0 0.0 -1.12
H -6.36066 -3.07762 -2.98701 0.0 0.0 0.0 0.34
H -4.27259 -1.81652 -0.07799 -0.1 0.0 0.1 0.11
H -1.29899 -2.48987 -0.01539 0.4 1.0 0.3 0.45
H 0.99063 0.52687 1.10433 -0.9 -0.8 0.2 0.45
H 1.52444 -3.07830 3.99251 0.0 0.0 0.0 0.16
H 2.37824 -8.69423 -2.63667 -0.1 0.1 -0.1 0.32
H -5.80650 -2.59984 -0.47274 0.0 0.1 0.0 0.40
H -4.24080 8.91536 2.12615 0.0 -0.1 0.0 0.36
H 7.78987 5.36771 0.19320 0.0 -0.1 0.0 0.36
Br 0.29527 -1.85332 -2.48739 -0.2 0.9 0.4 -0.01
H 6.87901 3.18611 2.14639 0.0 -0.1 -0.1 0.31
C 2.95535 3.23587 -2.66225 0.8 -0.9 0.4 -0.45
C -5.07960 -1.85973 -0.81300 -0.1 0.5 -0.3 -0.25
H 3.88625 1.25374 -3.31141 0.1 0.8 0.6 0.27
H -3.00138 1.08436 -1.96851 0.2 1.0 0.1 0.38
C -0.03873 1.15017 -1.97687 2.1 -0.2 1.0 2.00
H -1.63648 -0.36297 -2.26575 0.8 0.0 1.1 0.23
C 7.16903 3.17463 -1.25425 0.2 -0.4 0.4 0.26
H 1.26265 -6.64880 -3.46589 -0.1 0.1 0.1 0.30
H 8.22947 2.19681 0.28775 0.0 0.0 -0.1 0.33
H 3.47086 4.12728 -3.11466 -1.0 -0.8 0.2 0.50
H 2.61769 3.53872 -1.63077 0.3 -0.1 -1.0 0.25
H 7.54280 5.54945 1.92420 0.1 -0.1 0.0 0.34
H -1.72249 0.19757 0.07605 1.3 0.2 0.2 0.38
H 8.84746 4.51496 1.32967 0.0 0.0 0.0 0.31
C 0.26375 -6.04699 6.32658 -0.1 -0.3 -0.5 0.23
H 0.84520 -7.27007 4.70792 -0.1 0.0 0.1 0.30
N 7.12582 3.63301 -2.30702 -0.1 0.0 0.2 -0.50
H 0.21216 0.82117 -4.13225 0.6 0.6 0.6 0.41
H 5.84693 4.00599 0.98171 0.0 -0.1 0.0 0.25
C -0.64090 3.65469 -1.36064 0.9 -1.3 -0.3 -0.08
H 1.59257 -9.85964 -0.61193 0.0 0.1 0.0 0.34
H 0.47090 3.80022 -1.30059 -1.2 0.1 -0.1 0.20
C 6.86544 3.64607 1.15517 0.1 0.3 0.2 -0.36
H 6.52412 1.75045 0.16326 0.1 0.0 -0.1 0.25
C 7.22497 2.58612 0.10955 -0.2 0.4 -0.4 -0.34
C -5.10255 7.18187 3.12479 0.0 0.3 0.2 -0.47
H -3.77555 -1.50646 -2.50117 0.0 0.0 0.1 -0.09
C 0.84762 1.18131 -3.28239 0.3 0.1 0.1 -1.10
H -4.01321 -3.20626 -2.10845 0.0 0.1 0.1 0.37
H -3.15715 8.13331 3.28927 0.0 0.0 0.0 0.30
C -5.73631 -0.52767 -0.88458 0.2 -0.5 0.3 0.23
C -5.60211 -2.34066 -3.26059 0.0 0.0 -0.1 -1.39
C -2.54012 2.06836 -1.74942 2.2 3.4 1.0 -0.52
C 1.36898 -5.21364 4.27785 0.0 0.2 -0.1 -0.26
C -0.66296 -0.30036 -1.71434 -0.4 0.9 0.0 -0.90
C 0.90146 1.26495 -0.70039 -1.7 -0.7 -1.0 -0.71
H -5.07738 6.74692 4.12677 0.0 -0.1 -0.1 0.31
C -4.69423 6.11213 2.10753 -0.2 0.4 -0.4 -0.29
N 0.44963 0.48111 0.23553 1.4 1.8 -0.7 0.16
C -1.06275 2.30264 -1.70607 -2.8 0.6 -0.1 -0.30
N -1.37297 4.75959 -1.10331 -1.2 -1.7 -0.2 -0.61
H 0.63903 -8.93871 -2.70676 0.1 0.1 -0.1 0.31
C 0.84169 -3.79415 4.45078 0.1 0.1 0.0 -0.98
C 7.81912 4.83581 1.14641 0.0 0.1 0.0 -1.17
C 4.04514 2.07654 -2.57348 0.1 0.7 0.5 -0.65
C -0.06852 -6.45208 -1.83973 0.5 0.1 -0.3 0.16
H 1.72407 0.47357 -3.23923 -1.1 0.5 0.3 0.48
N -6.23576 0.50546 -0.93999 0.2 0.0 -0.1 -0.47
H -0.54622 -6.23006 4.38472 0.0 0.0 0.1 0.26
C -2.72383 4.58247 -1.13416 0.4 -1.9 -0.4 -0.62
C 0.58387 -2.26129 1.05754 0.2 0.0 0.3 0.27
H -3.67555 5.76763 2.30093 0.0 0.0 -0.1 0.31
C -0.81009 -1.69359 0.61057 0.0 -0.9 -0.1 -0.88
H 1.79057 1.92539 -0.57324 -0.8 -0.7 0.0 0.23
H 5.04826 2.55897 -2.74257 -1.0 -0.8 0.1 0.15
N -4.81901 7.09720 -0.33452 0.0 -0.1 0.2 -0.53
H -5.36186 5.25120 2.17789 0.0 0.0 -0.1 0.33
H 4.06237 1.64901 -1.52921 0.0 0.2 -1.0 0.14
H -3.38474 5.45658 -0.89755 0.8 -1.0 -0.4 0.50
Br 1.35093 -3.87850 0.20216 -0.7 0.6 0.3 -0.13
N -1.07979 -6.11928 -1.40716 0.1 0.0 0.0 -0.45
H 1.50806 -5.41418 3.21169 0.0 -0.1 0.1 0.13
S 1.51885 2.82624 -3.74649 -0.1 0.3 -0.3 -0.09
C 1.42951 -8.38987 -2.18858 0.1 -0.3 0.2 -0.49
H -4.50651 9.12874 3.85068 0.0 0.0 0.0 0.33
C 1.23890 -6.88524 -2.40047 -0.6 -0.1 0.2 -0.15
H 2.21390 -8.26484 -0.16709 0.0 0.0 0.0 0.28
N 0.13317 -5.86915 7.45343 0.0 0.1 -0.1 -0.40
H 2.03951 -6.32478 -1.91128 -0.1 0.0 0.0 0.19
H -5.16343 -2.64279 -4.21286 0.0 0.0 0.1 0.38
H -1.45480 -1.58095 1.52705 0.9 -0.1 -0.7 0.42
C 0.43283 -6.27220 4.86711 0.2 0.2 0.5 -0.44
C -3.29871 3.27468 -1.42664 0.0 -0.7 -0.3 -0.43
C -4.19674 8.40819 3.09226 0.0 0.0 0.0 -1.13
H -0.13927 -3.68017 3.97881 0.0 0.0 0.0 0.21
H 0.46796 -8.56014 -0.24143 0.0 0.0 0.0 0.34
H -6.09753 -1.38093 -3.42188 0.0 0.0 0.1 0.38
H -4.41501 3.19169 -1.42150 1.1 0.1 0.0 0.45
H 0.74933 -3.52542 5.50516 -0.1 -0.1 0.0 0.48
C -4.76451 6.66493 0.72945 0.0 -0.3 0.5 0.30
O 1.23770 -1.78873 1.93350 -0.6 0.3 -0.6 -0.48
C -0.73659 -0.30464 -0.12930 -1.1 -1.7 -0.8 0.41
```
Forces are in eV/Å.

The largest force on an atom comes out at 0.081 Eh/bohr. As for the spin multiplicity: 1. The relative energy (zero: lowest compared OMol25 entry of this formula, charge and spin) is 1.542 eV. Its total charge is +1. The value obtained for the highest occupied orbital energy is -11.6 eV. As for the HOMO-LUMO gap: 7.23 eV.